Arrangement i

The following is a DFT calculation (ωB97M-V/def2-TZVPD) of one molecule with the formula C22H31N3O4.

Last column: Löwdin charge in e.
Cartesian coordinates (Å):
1 C 9.4536 -0.9126 2.2036  -0.112
2 H 10.2152 -0.3989 1.6243  0.073
3 H 9.8376 -1.1059 3.2023  0.069
4 H 9.2424 -1.8591 1.7147  0.071
5 C 8.1902 -0.0658 2.2777  -0.196
6 C 7.6183 0.2211 0.9341  -0.307
7 N 8.1332 -0.2475 -0.1718  0.105
8 O 7.3745 0.2002 -1.2018  0.010
9 C 6.3774 0.9634 -0.7184  -0.243
10 C 6.4737 1.0122 0.6413  0.050
11 H 5.8357 1.5311 1.3246  0.119
12 C 5.3810 1.5296 -1.6748  -0.088
13 N 4.1492 0.7712 -1.6491  0.079
14 C 3.0202 1.2555 -1.0672  -0.451
15 O 2.9557 2.3818 -0.6178  0.071
16 C 1.8728 0.3071 -1.0636  -0.141
17 C 2.0243 -1.0632 -0.9016  -0.037
18 C 0.9093 -1.8815 -0.8896  -0.011
19 C -0.3742 -1.3728 -1.0513  -0.186
20 C -0.5423 0.0229 -1.1835  -0.175
21 C 0.5910 0.8274 -1.1796  0.077
22 H 0.4588 1.8931 -1.2784  0.136
23 O -1.7065 0.6921 -1.3784  0.009
24 C -2.9565 0.1927 -0.9187  -0.325
25 C -2.9910 0.0483 0.6025  -0.101
26 C -4.4016 -0.3244 1.0515  -0.185
27 N -5.3318 0.7045 0.6391  -0.153
28 C -5.3784 0.7898 -0.8063  -0.185
29 C -4.0109 1.2149 -1.3348  -0.102
30 H -4.0341 1.3020 -2.4214  0.122
31 H -3.7405 2.1836 -0.9149  0.128
32 H -6.1212 1.5331 -1.0950  0.117
33 H -5.6529 -0.1766 -1.2678  0.127
34 C -6.6192 0.6696 1.3185  -0.426
35 C -7.5692 -0.4413 0.8488  -0.057
36 H -7.8819 -0.2723 -0.1788  0.073
37 H -8.4548 -0.4576 1.4786  0.076
38 H -7.0854 -1.4134 0.9126  0.070
39 C -7.3034 2.0346 1.2220  -0.062
40 H -7.7200 2.2014 0.2321  0.067
41 H -6.5849 2.8205 1.4362  0.080
42 H -8.1144 2.0924 1.9434  0.075
43 H -6.3858 0.4930 2.3760  0.134
44 H -4.4259 -0.4038 2.1412  0.124
45 H -4.6583 -1.3143 0.6290  0.125
46 H -2.7068 1.0021 1.0497  0.133
47 H -2.2844 -0.7155 0.9299  0.115
48 H -3.1767 -0.7731 -1.3890  0.147
49 O -1.4901 -2.1665 -1.0891  -0.107
50 C -1.3517 -3.5504 -0.8789  -0.076
51 H -0.7492 -4.0200 -1.6627  0.097
52 H -2.3636 -3.9514 -0.9174  0.097
53 H -0.9145 -3.7692 0.1006  0.099
54 H 1.0530 -2.9425 -0.7625  0.103
55 H 2.9975 -1.5067 -0.7510  0.111
56 H 4.1671 -0.1706 -2.0043  0.136
57 H 5.8043 1.5259 -2.6832  0.134
58 H 5.1166 2.5488 -1.3781  0.131
59 H 7.4281 -0.5762 2.8745  0.118
60 H 8.4016 0.8868 2.7722  0.118

E_LUMO	0.60	eV
frontier orbital gap	8.96	eV
structure (SMILES)	CCc1cc(CNC(=O)c2ccc(OC)c(OC3CCN(C(C)C)CC3)c2)on1
net charge	0

---

Arrangement ii

The following is a DFT calculation (ωB97M-V/def2-TZVPD) of one molecule with the formula C22H31N3O4.

Last column: Löwdin charge in e.
Cartesian coordinates (Å):
1 C 4.9338 2.6034 -0.9029  -0.088
2 H 5.4768 3.5279 -1.0922  0.093
3 O 5.9146 1.6402 -0.6028  -0.078
4 C 5.5143 0.3735 -0.3145  -0.273
5 C 6.5322 -0.5380 -0.0187  -0.018
6 C 6.2164 -1.8419 0.2864  -0.077
7 C 4.8983 -2.2778 0.3073  -0.036
8 C 3.8889 -1.3754 0.0131  -0.258
9 C 4.1957 -0.0505 -0.2975  0.056
10 H 3.3730 0.6094 -0.5179  0.112
11 O 2.5527 -1.6682 -0.0062  -0.029
12 C 2.1426 -2.9827 0.3190  -0.114
13 C 0.6544 -2.9882 0.2346  -0.221
14 C -0.1956 -2.8705 -0.8284  0.076
15 C -1.4789 -2.8202 -0.2251  -0.204
16 N -1.3728 -2.9182 1.0744  0.139
17 O -0.0577 -3.0205 1.3692  0.031
18 C -2.8025 -2.7118 -0.9151  -0.409
19 O -3.3436 -3.6961 -1.3805  0.079
20 N -3.3038 -1.4619 -0.9934  -0.044
21 C -4.6352 -1.2925 -1.5310  -0.017
22 H -5.2766 -0.7855 -0.8100  0.094
23 H -4.6125 -0.7238 -2.4616  0.093
24 H -5.0337 -2.2857 -1.7328  0.090
25 C -2.6106 -0.3197 -0.4151  -0.272
26 C -3.0332 -0.0798 1.0342  -0.071
27 H -2.8987 -0.9971 1.6090  0.116
28 H -4.0888 0.1945 1.0547  0.125
29 C -2.2172 1.0535 1.6713  -0.552
30 N -2.2515 2.2113 0.7908  0.050
31 H -1.7179 2.9720 1.1949  0.126
32 C -1.9855 2.1141 -0.6339  -0.555
33 C -2.8192 0.9609 -1.2164  -0.082
34 H -2.5407 0.8056 -2.2598  0.134
35 H -3.8691 1.2501 -1.1719  0.121
36 C -2.4857 3.4328 -1.2458  -0.043
37 H -3.5042 3.6268 -0.9215  0.083
38 H -2.4630 3.3850 -2.3313  0.082
39 H -1.8603 4.2615 -0.9224  0.080
40 C -0.4966 1.9646 -1.0052  -0.028
41 H -0.3657 2.1216 -2.0736  0.082
42 H 0.0925 2.7115 -0.4759  0.084
43 H -0.1015 0.9839 -0.7587  0.059
44 C -2.9136 1.4885 2.9696  -0.041
45 H -3.0546 0.6357 3.6276  0.085
46 H -2.3165 2.2339 3.4898  0.079
47 H -3.8824 1.9245 2.7417  0.082
48 C -0.8026 0.5690 2.0390  -0.022
49 H -0.2748 0.1416 1.1923  0.058
50 H -0.8649 -0.1926 2.8120  0.086
51 H -0.2118 1.4000 2.4210  0.085
52 H -1.5459 -0.5651 -0.4373  0.122
53 H 0.0421 -2.8194 -1.8691  0.128
54 H 2.5629 -3.7051 -0.3940  0.144
55 H 2.4470 -3.2480 1.3394  0.144
56 H 4.6832 -3.3054 0.5509  0.101
57 H 7.0049 -2.5428 0.5149  0.107
58 H 7.5532 -0.1943 -0.0359  0.115
59 H 4.2473 2.7518 -0.0633  0.095
60 H 4.3621 2.3298 -1.7954  0.096

E_LUMO	0.55	eV
frontier orbital gap	9.15	eV
structure (SMILES)	COc1cccc(OCc2cc(C(=O)N(C)C3CC(C)(C)NC(C)(C)C3)no2)c1
net charge	0

---

Arrangement iii

The following is a DFT calculation (ωB97M-V/def2-TZVPD) of C22H31N3O4 as an isolated structure.

Last column: Löwdin charge in e.
Cartesian coordinates (Å):
1 C -3.6010 5.5825 3.9836  -0.150
2 C -2.7700 4.5851 4.6992  -0.278
3 C -1.7609 3.6693 3.8627  -0.239
4 C -1.0638 2.7851 4.7497  -0.289
5 C -0.1486 2.1044 3.8324  -0.155
6 C 0.5537 0.9642 4.8480  -0.212
7 C 1.2856 -0.0365 4.0781  -0.185
8 C 2.7487 0.6906 3.2352  -0.088
9 H 3.3244 1.2655 3.9855  0.093
10 H 2.2246 1.3295 2.4506  0.093
11 C 3.6836 -0.5171 2.6920  -0.065
12 C 2.9475 -1.2026 1.6522  -0.553
13 O 2.5269 -2.2552 1.5694  0.119
14 N 2.4323 -0.6315 0.5015  0.036
15 N 1.7793 -1.0275 -0.6018  0.073
16 C 1.2804 -0.4077 -1.5433  -0.371
17 O 1.5769 0.8755 -1.7567  -0.067
18 C 0.5679 -1.0430 -2.6873  0.055
19 C 0.4789 -0.3793 -3.9319  -0.245
20 O 0.6332 0.8831 -3.8991  0.097
21 H 1.2286 1.3108 -3.1175  0.131
22 C -0.3812 -1.0251 -4.7624  -0.141
23 C -0.5982 -0.2984 -6.0437  0.107
24 C -1.3816 -0.8939 -7.0274  -0.150
25 C -1.3577 -2.0896 -7.0815  -0.199
26 C -1.3417 -2.9102 -6.0049  0.008
27 C -0.8260 -2.1637 -4.9160  -0.080
28 N -0.2736 -3.0837 -3.6914  0.058
29 C 0.1793 -2.4448 -2.5369  -0.428
30 O 0.4548 -3.1810 -1.6786  0.080
31 C -0.6682 -4.4291 -3.5578  -0.308
32 C 0.3015 -5.1935 -4.2735  -0.081
33 H 1.2134 -5.2391 -3.7930  0.059
34 H 0.2485 -4.9614 -5.3404  0.075
35 H -0.1370 -6.2792 -4.1370  0.125
36 H -1.6774 -4.6988 -3.9193  0.126
37 H -0.6601 -4.5101 -2.5743  0.067
38 H -1.8375 -4.0724 -5.8183  0.196
39 H -2.1439 -2.6327 -7.8498  0.178
40 H -1.5017 -0.3097 -7.8707  0.108
41 H -0.5072 0.7589 -6.1845  0.117
42 H 1.3182 -2.2403 -0.2744  0.323
43 H 2.5535 0.4908 0.3948  0.198
44 H 4.2660 0.2073 2.0695  0.138
45 H 4.0722 -1.0277 3.4059  0.058
46 H 1.8706 -0.8410 4.4907  0.078
47 H 0.7468 -0.5672 3.1719  0.135
48 H -0.1837 0.3472 5.2614  0.086
49 H 1.4381 1.4510 5.4724  0.154
50 H -0.7239 1.3492 3.3815  0.101
51 H 0.6168 2.5441 3.3946  0.062
52 H -1.6957 2.1230 5.3314  0.129
53 H -0.3524 3.2393 5.3860  0.116
54 H -1.2698 4.3942 3.3929  0.070
55 H -2.5679 3.1739 3.1462  0.171
56 H -3.5551 3.7938 5.4334  0.172
57 H -2.1624 5.2692 5.5669  0.150
58 H -4.2243 6.2599 4.7217  0.137
59 H -4.1018 5.0590 3.2744  0.043
60 H -3.0778 6.0866 3.4378  -0.035

E_LUMO	-0.19	eV
frontier orbital gap	7.94	eV
net charge	0

---

Which of them is the most stable, and which is the least stable? arrangement i and arrangement iii, in that order.

---

Arrangement i

The following is a DFT calculation (ωB97M-V/def2-TZVPD) of a 2-piece molecular cluster, CH2IN2PS overall.

Last column: Löwdin charge in e.
Cartesian coordinates (Å):
1 C -0.7784 1.0636 -1.1067  -0.770
2 N 0.1819 0.7660 -0.4201  -0.156
3 N 1.4398 0.5498 -0.2588  -0.425
4 P 2.0883 -0.0309 1.0838  0.755
5 S -2.1415 1.0726 -1.8597  0.676
6 I -1.4773 -2.1814 1.0374  0.507
7 H 3.4763 0.3121 0.5539  -0.115
8 H -2.7890 -1.5517 0.9702  -0.472

E_LUMO	-1.38	eV
frontier orbital gap	7.28	eV
structure (SMILES)	[H]/P=N/N=C=S.I
net charge	0

---

Arrangement ii

The following is a DFT calculation (ωB97M-V/def2-TZVPD) of one molecule with the formula CH2IN2PS.

Last column: Löwdin charge in e.
Cartesian coordinates (Å):
1 C -1.1412 -0.3529 -1.5529  -0.856
2 N -0.0113 0.0959 -1.5502  -0.087
3 N 1.0736 -0.1200 -0.6027  -0.376
4 P 0.7542 0.3009 0.8581  0.276
5 S -2.6850 -0.4170 -1.7913  0.675
6 I -0.4519 -1.3345 2.1772  0.381
7 H 0.2684 1.5839 1.3399  -0.022
8 H 2.1931 0.2436 1.1219  0.009

E_LUMO	-0.59	eV
frontier orbital gap	8.16	eV
structure (SMILES)	S=C=NN=[PH2]I
net charge	0

---

Which of them is the most stable, and which is the least stable? arrangement ii and arrangement i, in that order.